# C24H39BCrN10SSi2

C24H39BCrN10SSi2 as an isolated structure in a non-equilibrium geometry (ωB97M-V with the def2-TZVPD basis set, OMol25).

Structure (XYZ):
```
78
Properties=species:S:1:pos:R:3:forces:R:3
Cr 0.19713 -0.89034 0.07694 0.307 0.901 0.695
C -3.98567 -2.08481 -1.01312 0.045 -0.109 0.754
C -2.56001 -1.64179 -0.89672 0.356 0.983 2.161
N -1.96270 -1.32634 0.25226 1.260 0.648 -3.906
N -2.71196 -0.95908 1.30972 -2.081 0.814 2.647
C -3.18118 -1.87513 2.25369 0.402 -0.791 -1.408
N -4.08278 -1.29222 3.08276 0.205 -1.509 -0.493
S -2.78340 -3.51975 2.20262 -0.448 1.548 -0.012
C -1.70297 -1.57172 -2.09653 1.167 -1.071 -1.400
C -2.22786 -1.84192 -3.39295 1.197 0.182 1.567
C -1.35335 -1.91789 -4.47944 -1.515 -0.354 -0.580
C 0.00751 -1.70083 -4.26794 -0.254 0.706 -1.001
C 0.46002 -1.37587 -3.01258 -0.910 -0.576 2.232
N -0.35979 -1.38558 -1.91344 -0.680 0.760 -1.119
H -4.44418 -2.13158 -0.01792 0.145 0.062 -0.321
H -3.94140 -3.11260 -1.38662 -0.136 0.030 -0.068
H -4.63561 -1.49721 -1.66506 0.354 0.105 -0.071
H -2.94250 0.08039 1.44778 0.624 -2.188 -0.756
H -3.84230 -0.38968 3.35691 -0.031 1.777 0.754
H -4.48604 -1.89186 3.77398 0.030 -0.147 0.384
H -3.28279 -2.03116 -3.44401 -0.205 -0.013 -0.443
H -1.85772 -2.17428 -5.47130 1.324 0.469 1.293
H 0.69474 -1.61541 -5.10690 -0.095 -0.373 0.177
H 1.49266 -1.20600 -2.73124 0.003 0.060 -0.519
C 0.55671 -0.39198 4.26351 0.091 -1.015 -1.038
C 0.06197 0.05044 3.02128 1.398 -1.584 0.432
N 0.62294 -0.67713 2.04093 0.804 0.067 0.603
N 1.53857 -1.54330 2.61483 -0.722 0.367 -0.281
C 1.43761 -1.45958 3.94253 -0.201 0.521 0.679
B 2.59669 -2.34738 1.71751 -0.175 0.273 1.429
N 3.12148 -1.35841 0.69409 -0.400 1.365 -2.629
C 4.37039 -1.18696 0.19814 -0.880 0.033 0.660
C 4.29506 -0.33815 -0.90410 0.846 -0.804 -0.048
C 2.95454 -0.02812 -1.07028 0.550 -0.295 0.854
N 2.23851 -0.66559 -0.13926 -0.019 -0.215 0.513
N 1.74657 -3.39915 1.04650 -1.895 -1.287 -1.486
C 1.91821 -4.70820 0.74233 0.431 0.978 -0.122
C 0.86662 -5.15367 -0.07445 1.008 0.460 0.401
C 0.06444 -4.01692 -0.22676 -0.319 0.380 0.620
N 0.56438 -2.97776 0.47526 0.441 -0.591 -0.822
H 0.25479 -0.05161 5.22811 0.012 0.066 0.349
H -0.60601 0.83223 2.74981 -0.388 0.351 0.147
H 1.94963 -2.22124 4.57698 -0.297 1.172 -0.565
H 3.55680 -2.79473 2.34847 -0.823 0.194 -0.251
H 5.15080 -1.67557 0.77693 0.145 0.269 -0.605
H 5.07389 -0.12373 -1.61579 0.194 0.346 0.315
H 2.59427 0.72952 -1.75480 -0.558 -0.396 0.082
H 2.87049 -5.11629 1.07747 -0.538 -0.448 -0.140
H 0.82423 -6.13146 -0.53892 -0.325 0.259 0.196
H -0.91376 -3.89199 -0.72979 0.923 -0.251 0.361
C -1.18333 4.43591 -1.17462 1.175 1.114 0.803
Si -0.95920 2.59228 -1.32895 -0.287 -0.120 0.179
C -0.03082 2.39270 -2.94893 0.987 0.083 -0.446
C -2.81017 2.05560 -1.57764 0.121 0.550 1.303
C 0.00208 1.80026 0.10381 -1.821 -1.395 0.352
Si 1.12811 3.03053 0.91614 0.896 0.738 1.380
C 2.30220 3.74323 -0.33781 0.440 -0.623 -0.559
C 0.33349 4.51583 1.82576 -2.078 -0.404 0.860
C 2.32421 2.60602 2.35215 -0.263 -0.155 0.304
H -1.80938 4.71609 -0.29010 0.160 -0.039 -1.036
H -1.52117 4.80807 -2.15240 -0.543 -0.034 0.446
H -0.21033 4.98910 -1.03600 -0.803 -0.644 -0.037
H -0.11060 3.27839 -3.62759 -0.081 -0.721 0.529
H -0.37070 1.50821 -3.48272 -0.171 -0.116 -0.283
H 1.06367 2.21712 -2.78713 -0.780 0.266 0.020
H -3.29291 2.92668 -2.05106 0.143 -0.248 0.143
H -3.39104 1.88853 -0.59970 0.848 -0.057 -1.408
H -2.90052 1.24758 -2.28784 -0.253 -0.595 0.023
H -0.77408 1.56728 0.89343 0.406 0.263 -0.618
H 1.86622 3.91616 -1.32637 0.042 0.211 0.152
H 2.99837 2.88706 -0.47303 0.111 0.608 -0.051
H 2.85732 4.63375 0.00147 -0.213 -0.437 -0.130
H 1.10324 4.93049 2.51548 -0.512 -0.162 -0.624
H -0.57812 4.17580 2.56518 1.945 1.020 -1.992
H 0.02958 5.28989 1.06263 -0.023 -0.654 1.269
H 3.09800 1.85361 2.09874 -0.383 0.289 0.396
H 1.81196 2.38809 3.33791 0.613 -0.030 -1.120
H 2.80629 3.60511 2.48778 -0.043 -0.839 -0.081
```
Positions in Å, forces in eV/Å.

Multiplicity = 4
Gap between HOMO and LUMO (spin up / spin down) = 6.07 / 6.21 eV
DFT total energy = -96106.9821 eV
Charge = +1

---

# C4H10N2O2

A 2-piece molecular cluster, C4H10N2O2 overall in a non-equilibrium geometry (ωB97M-V with the def2-TZVPD basis set, OMol25).

Structure (XYZ):
```
18
Properties=species:S:1:pos:R:3:forces:R:3
C -1.81103 -0.35958 0.44834 0.197 -0.052 0.284
N -0.16887 0.63844 -1.24163 0.091 0.000 -0.045
C -0.70147 -0.64947 -0.51869 -0.621 -0.172 -1.494
N -1.15741 1.62982 -1.62905 -0.167 -0.362 0.103
O -0.44621 -1.70935 -1.03822 0.055 1.087 0.709
H 0.32160 0.29591 -2.06670 -0.241 -0.032 -0.070
H -1.43917 2.08726 -0.76460 0.097 0.005 -0.108
H -0.67776 2.33476 -2.18426 0.035 -0.143 0.109
H -2.72235 -0.12415 -0.10886 0.144 -0.023 -0.096
H -1.56786 0.46357 1.12008 0.078 -0.011 -0.058
H -1.99065 -1.25513 1.04006 0.034 0.026 -0.038
C 2.24959 -0.99232 1.07213 -0.108 -0.087 0.266
C 1.11139 0.00846 1.00313 0.384 0.752 -0.716
O 0.75374 0.62807 1.99146 -0.055 -0.224 0.205
H 0.64168 0.70656 -0.33181 0.094 -0.794 0.964
H 3.11931 -0.57930 0.54998 -0.086 0.018 0.008
H 2.52065 -1.21411 2.10794 0.029 -0.009 -0.029
H 1.96483 -1.90944 0.55070 0.041 0.019 0.004
```
Positions in Å, forces in eV/Å.

Gap between HOMO and LUMO = 7.34 eV
DFT total energy = -11381.3216 eV